{"formula": "C35H58MoOP2", "method": "the ωB97M-V functional and the def2-TZVPD basis", "charge": 2, "total_energy_ev": -59694.2533, "spin_multiplicity": 3, "s_squared": 2.047, "orbital_gap_ev": [6.088, 4.342], "lumo_energy_ev": [-7.07, -8.81], "homo_energy_ev": [-13.16, -13.16], "species": ["Mo", "C", "C", "C", "C", "C", "C", "H", "H", "H", "C", "H", "H", "H", "C", "H", "H", "H", "C", "H", "H", "H", "C", "H", "H", "H", "C", "C", "C", "C", "C", "C", "C", "C", "H", "H", "H", "H", "H", "H", "H", "H", "H", "H", "H", "H", "P", "C", "C", "P", "C", "C", "C", "H", "H", "H", "H", "H", "H", "H", "H", "H", "H", "H", "H", "H", "H", "C", "C", "C", "C", "C", "C", "C", "C", "C", "C", "C", "C", "O", "H", "H", "H", "H", "H", "H", "H", "H", "H", "H", "H", "H", "H", "H", "H", "H", "H"], "positions_angstrom": [[1.2036, 3.3184, 0.1787], [-0.5491, 2.2830, 1.6319], [-1.2975, 3.0174, 0.5690], [-1.0832, 0.7892, -0.0759], [-0.5539, 0.9000, 1.2241], [-1.5695, 2.0559, -0.4817], [-0.6638, 2.6636, 3.0682], [-0.8746, 3.7279, 3.2037], [0.2585, 2.4499, 3.6122], [-1.4701, 2.1108, 3.5755], [-0.2918, -0.2649, 2.0783], [0.0711, 0.0171, 3.0759], [0.4624, -0.9047, 1.6224], [-1.1995, -0.8539, 2.1975], [-1.3999, -0.4795, -0.7741], [-2.4230, -0.8166, -0.5414], [-0.6926, -1.2743, -0.5029], [-1.3550, -0.3514, -1.8587], [-2.6577, 2.2231, -1.4811], [-3.6427, 1.9425, -1.0608], [-2.4978, 1.5777, -2.3518], [-2.7165, 3.2578, -1.8470], [-2.4283, 3.9096, 0.9560], [-3.2860, 3.2763, 1.2511], [-2.7421, 4.5218, 0.0982], [-2.1765, 4.5677, 1.7980], [3.2771, 3.4475, -0.2627], [2.8941, 4.2538, 0.8923], [2.6770, 5.7236, 0.7259], [1.7678, 6.1222, -0.4505], [0.7798, 5.0524, -0.9133], [1.0561, 3.9300, -1.8001], [2.3414, 3.8210, -2.5798], [3.5574, 3.9842, -1.6464], [3.6482, 6.2271, 0.6252], [2.3592, 6.5252, -1.2891], [2.2260, 6.1211, 1.6430], [3.8818, 5.0291, -1.5948], [4.0756, 2.7405, 0.0043], [3.3148, 3.9251, 1.8537], [4.4223, 3.4430, -2.0768], [2.3976, 2.8226, -3.0556], [0.2213, 3.3990, -2.2520], [2.3575, 4.5591, -3.4071], [1.1512, 6.9871, -0.1238], [-0.2348, 5.4454, -0.9934], [2.7834, -0.6224, 0.2975], [4.6104, -0.5173, 0.6382], [2.6565, 0.8629, 1.4497], [1.2690, -0.7079, -2.8185], [2.3654, 0.1193, -1.4387], [0.2133, 0.7287, -3.3437], [2.0447, -0.8059, -4.5193], [5.0823, -1.4978, 0.6138], [4.8184, -0.1045, 1.6383], [5.0613, 0.1455, -0.1181], [3.3327, 1.6187, 1.0459], [3.0659, 0.5679, 2.4248], [1.6336, 1.2307, 1.6214], [3.0848, -0.4405, -4.5076], [1.4314, -0.1904, -5.2080], [1.9965, -1.8603, -4.8363], [3.2919, 0.4502, -1.9147], [1.8066, 1.0333, -1.1798], [-0.6652, 0.2834, -3.8525], [0.7461, 1.3576, -4.0772], [-0.1409, 1.3695, -2.5213], [5.2796, -2.5046, -1.6936], [3.9505, -2.8194, -2.3577], [4.2221, -2.9478, -3.8552], [3.2679, -4.0545, -1.7720], [3.7673, -5.3056, -2.0574], [3.1595, -6.4544, -1.5553], [2.0396, -6.3705, -0.7232], [1.5001, -5.1431, -0.3905], [0.2734, -5.0102, 0.5193], [-0.9173, -5.8018, -0.0179], [0.6024, -5.4037, 1.9553], [2.0900, -3.9400, -0.9233], [1.5319, -2.8201, -0.6694], [6.0409, -3.2360, -1.9893], [5.1790, -2.5672, -0.6115], [5.6304, -1.4994, -1.9704], [3.2582, -1.9862, -2.1788], [5.0694, -3.6255, -4.0148], [3.3526, -3.3348, -4.3973], [4.4953, -1.9750, -4.2835], [4.6466, -5.3776, -2.7036], [3.5661, -7.4297, -1.8180], [1.5729, -7.2744, -0.3248], [-0.0093, -3.9493, 0.5281], [-0.6881, -6.8751, -0.0377], [-1.7969, -5.6319, 0.6142], [-1.1558, -5.4725, -1.0376], [1.4028, -4.7625, 2.3401], [-0.2774, -5.2765, 2.5937], [0.9357, -6.4465, 2.0075]], "forces_ev_per_a": [[-3.39, -1.98, 3.06], [-0.74, 1.06, -2.12], [0.92, -1.83, 0.26], [0.24, 0.31, 0.33], [-0.33, 0.25, -1.44], [-0.23, 0.36, 1.84], [0.45, 0.32, 0.61], [0.09, -0.16, -0.05], [-0.04, -0.02, 0.17], [0.15, 0.10, -0.25], [0.77, -0.08, 0.68], [-0.16, -0.07, -0.24], [-0.04, -0.36, 0.00], [-0.09, -0.06, -0.03], [0.11, -0.53, -0.22], [0.30, 0.01, 0.02], [-0.22, 0.01, -0.06], [-0.16, -0.14, 0.23], [0.35, 0.32, -0.90], [0.47, 0.17, 0.05], [-0.11, 0.06, 0.10], [-0.12, -0.27, 0.14], [-0.04, 1.06, -0.23], [0.29, 0.29, -0.04], [-0.07, 0.01, 0.42], [-0.20, -0.08, -0.35], [1.58, -0.52, 0.38], [0.48, 0.02, -0.98], [-0.01, 1.08, 0.49], [-0.16, 1.13, -0.50], [-0.33, -0.10, -0.54], [0.20, 0.53, -0.49], [0.54, -0.17, -0.33], [0.41, 0.28, -0.83], [-0.14, -0.05, 0.06], [-0.20, -0.31, 0.17], [0.17, -0.06, -0.07], [-0.11, -0.11, 0.00], [-0.61, -0.01, -0.09], [-0.39, 0.00, -0.25], [-0.44, 0.25, 0.22], [-0.11, 0.39, 0.18], [-0.22, 0.60, -0.06], [-0.02, -0.31, 0.38], [0.41, -0.54, -0.18], [0.00, -0.41, 0.40], [0.37, 1.34, -0.05], [0.59, -0.51, -0.44], [-0.70, -0.20, 0.12], [0.26, 1.29, 0.33], [-0.13, 0.13, 0.02], [-0.52, 0.23, 0.24], [0.20, -0.35, 0.26], [0.02, 0.45, -0.01], [-0.39, -0.13, -0.51], [0.06, -0.33, 0.24], [-0.34, -0.28, 0.25], [-0.32, -0.12, -0.24], [0.43, 0.07, -0.12], [-0.44, -0.22, -0.15], [0.44, -0.45, 0.49], [0.25, 0.59, 0.00], [0.18, -0.20, 0.04], [-0.03, -0.26, -0.13], [0.40, 0.33, 0.16], [-0.15, -0.26, 0.38], [0.09, -0.44, -0.24], [0.21, -0.20, 0.44], [-0.46, -0.18, -0.12], [-0.11, -0.19, -0.27], [0.53, 0.10, -0.23], [0.18, 0.68, -0.20], [-0.07, -0.55, 0.13], [-0.28, 0.18, 0.24], [-0.72, -0.43, 0.48], [0.13, 0.27, -0.30], [0.07, -0.03, -0.25], [0.27, 0.00, 0.05], [-0.05, 0.69, -0.23], [0.54, -0.56, -0.27], [-0.12, 0.16, 0.00], [0.22, -0.17, -0.36], [-0.02, -0.29, 0.07], [0.22, -0.21, -0.04], [-0.24, 0.11, -0.09], [0.27, 0.00, 0.03], [0.07, -0.32, 0.11], [-0.32, -0.15, 0.24], [-0.10, 0.19, 0.09], [0.23, 0.23, -0.19], [0.13, -0.23, -0.08], [-0.22, 0.19, 0.00], [0.18, -0.13, -0.11], [-0.03, -0.19, 0.18], [-0.06, -0.17, 0.08], [0.13, -0.08, -0.08], [-0.08, 0.15, 0.10]]}

---

{"formula": "C35H59Br2F6N4O12S2", "method": "the ωB97M-V functional and the def2-TZVPD basis", "charge": 1, "total_energy_ev": -245810.6295, "orbital_gap_ev": 7.386, "lumo_energy_ev": -4.71, "homo_energy_ev": -12.09, "species": ["C", "C", "C", "C", "C", "C", "C", "C", "C", "C", "C", "N", "C", "S", "C", "C", "C", "C", "N", "C", "Br", "C", "C", "Br", "C", "O", "N", "O", "S", "O", "O", "C", "F", "F", "C", "F", "F", "F", "O", "C", "C", "C", "N", "C", "C", "O", "F", "H", "H", "H", "H", "H", "H", "H", "H", "H", "H", "H", "H", "H", "H", "H", "H", "H", "H", "H", "H", "H", "H", "H", "H", "H", "H", "H", "H", "H", "H", "H", "H", "H", "H", "H", "H", "H", "H", "H", "H", "H", "H", "H", "C", "C", "O", "C", "O", "O", "C", "H", "H", "H", "H", "H", "H", "H", "H", "C", "C", "O", "C", "O", "O", "C", "H", "H", "H", "H", "H", "H", "H", "H"], "positions_angstrom": [[-1.9666, -0.0396, 7.6358], [-0.5756, 0.7812, 7.2910], [-0.4801, 0.8778, 5.6449], [-0.3046, 2.4637, 5.1839], [-1.0597, 2.6194, 3.7236], [-1.1091, 4.1927, 3.2159], [-0.4379, 4.3814, 1.7339], [-1.5589, 4.3885, 0.4910], [-2.0994, 2.8714, 0.3514], [-3.1299, 2.5401, -0.9204], [-4.4500, 3.3007, -0.3587], [-3.1837, 1.0035, -1.0169], [-4.4948, 0.4060, -1.4272], [-5.1219, -1.0058, -0.2841], [-6.3722, -2.0275, -1.3045], [-5.5066, -3.2115, -2.0906], [-1.8844, 0.3358, -1.5378], [-2.3411, -0.9950, -2.4433], [-1.3059, -1.8781, -3.0349], [-1.2176, -0.4848, -0.2375], [-2.0686, -0.8436, 1.5950], [0.1000, -1.1863, -0.2091], [0.6964, -2.0104, 1.1238], [1.3623, -1.2713, -1.7069], [-0.8655, 1.3741, -2.3137], [0.3812, 1.6556, -1.5021], [0.8293, 2.8941, -1.6765], [1.7778, 3.1050, -0.9331], [-0.3256, 1.1619, -4.0544], [-0.5194, 2.5711, -4.7929], [-1.2137, 0.3293, -5.0354], [1.4503, 0.8540, -4.5125], [1.8946, 1.7670, -5.6510], [2.4847, 1.1955, -3.4895], [1.8562, -0.6005, -5.1236], [3.1599, -1.0157, -4.4800], [0.9339, -1.7141, -4.9630], [2.1915, -0.5395, -6.5976], [-1.2777, 2.8181, -2.2995], [-2.6847, 3.0889, -2.3740], [-2.7697, 4.7549, -2.5851], [-1.2703, 5.2373, -3.1566], [-1.0924, 5.5853, -4.4834], [-3.4972, 2.5434, -3.6868], [-5.0963, 2.7876, -3.7593], [-5.7993, 3.8954, -3.5244], [-5.9314, 1.6303, -4.2637], [-2.1197, -0.9523, 6.8959], [-2.9283, 0.6430, 7.5619], [-1.8451, -0.4545, 8.7283], [0.3814, 0.2505, 7.7273], [-0.6178, 1.8818, 7.7417], [-1.4853, 0.5140, 5.1141], [0.4090, 0.2262, 5.1928], [0.8577, 2.6752, 5.0620], [-0.7426, 3.1964, 5.9842], [-2.1815, 2.2416, 3.8546], [-0.4891, 1.8999, 2.9815], [-0.4175, 4.7997, 3.9760], [-2.1704, 4.6815, 3.2791], [0.2936, 5.2966, 1.6796], [0.2391, 3.4176, 1.5413], [-2.4041, 5.1324, 0.8442], [-0.9693, 4.7854, -0.4371], [-2.7359, 2.6595, 1.3429], [-1.1889, 2.1611, 0.4436], [-4.2721, 4.4146, -0.0616], [-4.7888, 2.7498, 0.6466], [-5.4007, 3.2749, -1.0415], [-3.2964, 0.8688, 0.0374], [-5.4445, 1.1078, -1.2316], [-4.6915, 0.2028, -2.5598], [-7.2110, -2.5160, -0.6145], [-6.9372, -1.3858, -2.1057], [-4.9104, -2.7764, -3.0210], [-4.7505, -3.6314, -1.2699], [-6.2094, -4.1051, -2.4447], [-2.9282, -1.7993, -1.7807], [-2.9622, -0.6840, -3.4163], [-1.5706, -2.2389, -3.9835], [-1.0997, -2.7252, -2.4350], [0.8149, -1.2021, 1.9943], [1.7613, -2.4509, 0.9538], [0.0022, -2.9145, 1.4351], [-3.5017, 5.0647, -3.4422], [-3.0727, 5.3344, -1.6273], [-0.3380, 5.3223, -2.4543], [-2.0071, 5.4596, -4.9802], [-3.2889, 1.4118, -3.8909], [-3.0408, 3.1337, -4.6202], [5.3503, -4.7777, 4.6909], [4.5684, -3.6348, 5.3155], [3.1917, -3.6836, 4.9262], [2.4307, -4.6049, 5.5693], [2.8134, -5.3726, 6.4376], [1.1755, -4.5448, 5.0585], [0.2916, -5.5325, 5.5849], [5.2134, -4.7900, 3.6048], [6.4169, -4.6860, 4.9145], [5.0042, -5.7464, 5.0647], [4.9681, -2.6822, 4.9512], [4.6642, -3.6275, 6.4077], [0.2752, -5.5112, 6.6788], [0.5838, -6.5229, 5.2214], [-0.7166, -5.3141, 5.2218], [5.5062, -2.4655, -3.7578], [6.4359, -3.0392, -4.8131], [7.7779, -2.5812, -4.6166], [8.4687, -3.1935, -3.6219], [8.0517, -4.0870, -2.9026], [9.6954, -2.6194, -3.5461], [10.4953, -3.1094, -2.4718], [5.5852, -1.3739, -3.7269], [4.4682, -2.7418, -3.9633], [5.7661, -2.8301, -2.7591], [6.1215, -2.6869, -5.8015], [6.3976, -4.1347, -4.8347], [10.5698, -4.2009, -2.4953], [10.0813, -2.7702, -1.5168], [11.5010, -2.6938, -2.5802]], "forces_ev_per_a": [[0.54, -0.18, 0.53], [-0.59, -0.16, -0.83], [0.04, 0.98, -0.23], [0.28, -0.99, -0.84], [-0.41, 0.39, 0.81], [1.45, 0.21, 0.30], [0.07, -1.06, -0.36], [1.12, 0.35, 1.30], [-0.07, 0.03, 0.69], [-0.33, 3.53, 0.50], [-1.93, -1.28, 0.71], [-1.14, 0.37, 1.98], [-5.03, 0.15, -1.88], [-0.24, -0.17, -0.82], [-0.24, -1.02, -1.82], [-0.10, -0.20, 0.76], [0.74, -3.51, 0.67], [-1.71, -1.99, -1.75], [0.14, -0.68, 0.31], [5.02, -2.05, 0.38], [0.12, 1.20, -2.31], [-2.81, 0.94, 0.95], [-0.02, 0.66, 0.00], [-0.83, 0.32, 1.35], [0.71, 4.36, 4.12], [-1.75, -4.02, -0.15], [4.57, 3.04, 1.69], [-3.12, -1.02, -2.13], [-4.97, 4.17, -10.90], [1.73, -4.22, 4.37], [2.88, 0.38, 4.56], [6.51, 1.75, -1.38], [-2.34, -2.78, 3.94], [-3.82, -1.07, -2.63], [2.60, -3.80, -2.17], [-4.75, 1.45, -2.07], [2.99, 4.02, -0.36], [-1.53, -0.10, 5.40], [-2.01, -3.48, -1.96], [-1.54, 1.99, 0.70], [1.48, 0.38, -0.42], [-0.28, 1.26, -4.00], [-1.43, -1.65, 5.79], [0.31, -0.88, -1.16], [-5.02, 5.16, 0.63], [5.40, -8.00, -1.52], [2.93, 2.81, 1.49], [0.46, 1.89, 1.58], [2.10, -1.31, 0.18], [-0.62, 0.75, -2.12], [-2.08, 0.96, -0.84], [0.06, -2.47, -0.93], [2.09, 0.57, 1.42], [-1.90, 1.41, 1.07], [-2.49, -0.18, 0.22], [0.71, -1.43, -1.59], [2.40, 0.58, -0.30], [-1.26, 1.55, 1.26], [-1.58, -1.25, -1.63], [1.89, -1.09, -0.18], [-1.74, -1.60, 0.03], [-1.25, 2.12, 0.41], [1.63, -1.47, -1.07], [-1.47, -0.86, 1.59], [1.29, 0.34, -2.19], [-1.46, 1.07, -0.56], [0.12, -2.29, -0.77], [0.72, 1.16, -2.10], [2.00, 0.11, 1.04], [1.10, -0.63, -1.01], [2.92, -0.61, -0.25], [1.15, 0.04, 2.15], [2.19, 1.32, -1.11], [1.12, -0.94, 1.70], [-1.31, -0.91, 2.06], [-1.55, 0.76, -2.02], [1.51, 2.09, 0.70], [0.55, 2.92, -0.89], [1.09, -0.29, 2.52], [0.28, 0.91, 1.31], [-0.39, 1.58, -0.87], [-0.53, -1.93, -1.83], [-2.04, 0.99, -0.19], [1.25, 2.15, -0.63], [1.18, -0.91, 1.81], [0.71, -1.16, -1.66], [-1.98, -0.23, -1.40], [0.80, 0.15, 0.50], [-0.50, 2.03, 0.26], [-0.98, -1.37, 2.02], [-0.14, -0.32, -0.03], [0.84, -0.11, 0.15], [-1.01, -0.46, 0.45], [0.55, -0.47, 0.33], [-0.67, 1.20, -1.25], [0.88, 0.20, 0.28], [-0.40, -0.40, 0.19], [0.10, 0.15, 0.11], [-0.14, 0.04, -0.03], [0.08, 0.20, 0.07], [-0.40, -0.10, -0.03], [-0.19, -0.14, -0.21], [0.15, -0.07, -0.22], [0.01, 0.13, 0.23], [0.31, 0.18, -0.08], [0.12, -0.04, 0.40], [-0.64, -0.16, 0.01], [0.78, -0.47, 0.58], [-0.24, -0.13, 0.32], [0.58, 1.16, -1.01], [-1.05, -0.45, -0.26], [0.41, -0.15, 0.41], [-0.06, -0.13, -0.16], [0.26, -0.04, -0.02], [0.00, -0.08, -0.19], [0.38, 0.05, 0.15], [0.15, 0.20, 0.16], [-0.17, 0.21, 0.05], [0.02, -0.21, -0.13], [-0.32, 0.07, -0.21]]}

---

These records have maximum force values of 4.98; 12.69 eV Å⁻¹, in the order they appear.